Record 1
Density functional theory data (ωB97M-V/def2-TZVPD) for a structure of composition C34H42Cl2N3O2RuSSi in a non-equilibrium geometry.

```
86
C34H42Cl2N3O2RuSSi, DFT ωB97M-V/def2-TZVPD
Ru 0.10 0.23 0.31
Cl 6.06 0.52 4.73
C 4.88 0.43 3.47
C 5.30 0.18 2.16
C 4.34 0.10 1.17
Cl 4.89 -0.16 -0.46
C 2.95 0.26 1.41
O 2.12 0.21 0.45
C 2.55 0.47 2.78
C 1.20 0.57 3.20
O 0.15 0.40 2.57
C 3.55 0.59 3.77
H 6.34 0.08 1.92
H 1.07 0.80 4.26
H 3.26 0.79 4.79
N -1.76 0.29 -0.03
C -2.71 0.85 -0.63
C -4.12 0.53 -0.28
C -4.43 0.04 0.99
C -5.74 -0.28 1.31
C -6.75 -0.14 0.37
C -6.45 0.33 -0.90
C -5.14 0.67 -1.23
C -2.47 1.85 -1.72
C -3.16 3.05 -1.73
C -2.88 4.00 -2.70
C -1.92 3.74 -3.67
C -1.23 2.54 -3.66
C -1.50 1.60 -2.68
H -3.63 -0.06 1.71
H -5.97 -0.64 2.31
H -7.77 -0.39 0.63
H -7.23 0.43 -1.64
H -4.91 1.03 -2.22
H -3.91 3.26 -0.97
H -3.41 4.94 -2.71
H -1.72 4.48 -4.43
H -0.48 2.34 -4.41
H -0.96 0.66 -2.66
C 0.66 5.97 -1.43
Si 0.28 5.23 0.27
C -1.38 5.88 0.90
C 1.63 5.66 1.52
C 0.20 3.40 0.12
C 0.19 2.18 0.03
H 0.93 7.02 -1.36
H -0.20 5.87 -2.09
H 1.50 5.44 -1.89
H -1.39 6.97 0.92
H -1.59 5.52 1.91
H -2.19 5.54 0.26
H 1.70 6.73 1.70
H 2.61 5.32 1.19
H 1.42 5.17 2.47
C 3.71 -5.01 -3.56
C 2.41 -5.12 -2.77
C 1.50 -3.90 -2.93
C 2.11 -2.61 -2.35
N 2.51 -2.79 -0.96
C 1.72 -2.66 0.09
S 0.06 -2.26 -0.10
N 2.23 -2.96 1.29
C 1.48 -3.04 2.53
C 0.91 -4.44 2.79
C 1.96 -5.50 3.12
C 2.65 -6.10 1.89
H 4.28 -5.94 -3.50
H 4.35 -4.21 -3.18
H 3.51 -4.81 -4.62
H 2.64 -5.28 -1.72
H 1.86 -6.00 -3.12
H 0.56 -4.09 -2.41
H 1.29 -3.73 -3.98
H 1.38 -1.81 -2.40
H 2.99 -2.31 -2.91
H 3.50 -2.92 -0.80
H 3.22 -3.13 1.34
H 0.66 -2.33 2.48
H 2.15 -2.74 3.34
H 0.33 -4.74 1.92
H 0.22 -4.35 3.63
H 1.47 -6.31 3.66
H 2.71 -5.08 3.80
H 1.92 -6.42 1.16
H 3.24 -6.98 2.18
H 3.33 -5.40 1.42
```

Output
LUMO (alpha / beta)	-0.0194 / -0.0226	Ha
HOMO-LUMO gap (alpha / beta)	7.01 / 7.00	eV
ΔE to the lowest compared entry with this formula, charge and spin	0.0	kJ/mol
2S+1	2
⟨S²⟩	1.03

Table of Löwdin atomic charges, one value per atom, all in e: number 1, Ru, carries 1.061; number 2, Cl, carries 0.659; number 3, C, carries -0.679; number 4, C, carries -0.117; number 5, C, carries -0.570; number 6, Cl, carries 0.704; number 7, C, carries -0.377; number 8, O, carries -0.247; number 9, C, carries -0.127; number 10, C, carries -0.185; number 11, O, carries -0.063; number 12, C, carries -0.064; number 13, H, carries 0.107; number 14, H, carries 0.138; number 15, H, carries 0.115; number 16, N, carries -0.041; number 17, C, carries -0.295; number 18, C, carries -0.170; number 19, C, carries -0.027; number 20, C, carries -0.082; number 21, C, carries -0.092; number 22, C, carries -0.081; number 23, C, carries -0.036; number 24, C, carries -0.205; number 25, C, carries -0.044; number 26, C, carries -0.081; number 27, C, carries -0.093; number 28, C, carries -0.074; number 29, C, carries -0.049; number 30, H, carries 0.110; number 31, H, carries 0.101; number 32, H, carries 0.100; number 33, H, carries 0.102; number 34, H, carries 0.114; number 35, H, carries 0.122; number 36, H, carries 0.104; number 37, H, carries 0.102; number 38, H, carries 0.103; number 39, H, carries 0.104; number 40, C, carries -0.186; number 41, Si, carries 0.433; number 42, C, carries -0.186; number 43, C, carries -0.195; number 44, C, carries -0.200; number 45, C, carries -0.232; number 46, H, carries 0.023; number 47, H, carries 0.009; number 48, H, carries 0.027; number 49, H, carries 0.025; number 50, H, carries 0.026; number 51, H, carries 0.011; number 52, H, carries 0.023; number 53, H, carries 0.025; number 54, H, carries 0.022; number 55, C, carries -0.109; number 56, C, carries -0.265; number 57, C, carries -0.199; number 58, C, carries -0.213; number 59, N, carries 0.017; number 60, C, carries -0.750; number 61, S, carries 0.675; number 62, N, carries 0.028; number 63, C, carries -0.211; number 64, C, carries -0.192; number 65, C, carries -0.254; number 66, C, carries -0.111; number 67, H, carries 0.070; number 68, H, carries 0.062; number 69, H, carries 0.076; number 70, H, carries 0.091; number 71, H, carries 0.106; number 72, H, carries 0.090; number 73, H, carries 0.116; number 74, H, carries 0.086; number 75, H, carries 0.119; number 76, H, carries 0.129; number 77, H, carries 0.142; number 78, H, carries 0.076; number 79, H, carries 0.126; number 80, H, carries 0.105; number 81, H, carries 0.114; number 82, H, carries 0.103; number 83, H, carries 0.105; number 84, H, carries 0.075; number 85, H, carries 0.070; number 86, H, carries 0.050

Record 2
Density functional theory data (ωB97M-V/def2-TZVPD) for a structure of composition C34H42FN10O3RbS2.

```
93
C34H42FN10O3RbS2, DFT ωB97M-V/def2-TZVPD
Rb -1.27 0.81 0.87
C 2.60 0.08 3.59
C 2.13 -0.20 2.17
C 1.33 -1.50 2.10
C 3.24 -0.19 1.13
C 4.40 -0.93 1.34
C 5.42 -0.94 0.39
C 5.26 -0.22 -0.78
C 4.10 0.51 -1.03
C 3.93 1.23 -2.35
C 3.86 0.23 -3.51
C 5.04 2.25 -2.59
C 3.06 0.53 -0.07
N 1.85 1.17 -0.34
C 1.85 2.50 -0.14
C 2.91 3.28 0.40
C 2.81 4.65 0.59
C 1.66 5.36 0.25
C 0.60 4.63 -0.28
C 0.71 3.28 -0.47
F -0.37 2.63 -1.01
H 1.74 0.16 4.25
H 3.16 1.02 3.64
H 3.24 -0.72 3.96
H 1.45 0.61 1.87
H 1.95 -2.36 2.38
H 0.98 -1.68 1.08
H 0.46 -1.46 2.76
H 4.51 -1.49 2.26
H 6.32 -1.52 0.57
H 6.04 -0.24 -1.53
H 2.98 1.75 -2.31
H 4.79 -0.33 -3.61
H 3.68 0.74 -4.46
H 3.05 -0.49 -3.35
H 6.02 1.78 -2.65
H 5.06 2.99 -1.78
H 4.87 2.79 -3.53
H 3.82 2.78 0.70
H 3.66 5.17 1.02
H 1.59 6.42 0.41
H -0.33 5.11 -0.56
C -7.56 3.76 0.93
C -6.89 2.94 2.03
C -5.53 3.51 2.41
C -6.80 1.47 1.66
N -5.87 1.23 0.56
C -4.56 1.03 0.64
N -4.08 0.94 -0.58
N -5.14 1.08 -1.40
N -6.22 1.25 -0.73
H -7.65 4.81 1.22
H -8.55 3.38 0.69
H -6.96 3.73 0.01
H -7.53 2.96 2.92
H -4.88 3.61 1.54
H -5.01 2.88 3.14
H -5.65 4.51 2.84
H -7.77 1.08 1.35
H -6.42 0.90 2.51
H -4.03 1.01 1.60
O -1.81 0.80 5.03
S -2.56 0.53 3.81
O -2.62 1.73 2.92
O -1.96 -0.57 3.02
S -4.48 0.04 4.25
C -1.75 -1.60 -2.66
C -1.72 -2.35 -1.37
N -1.82 -1.79 -0.19
C -1.77 -2.81 0.73
C -1.63 -4.00 0.10
N -1.61 -3.71 -1.26
C -1.33 -4.62 -2.32
N 0.04 -5.09 -2.29
N 0.31 -6.35 -2.69
N 1.58 -6.54 -2.69
C 2.19 -5.39 -2.27
C 3.55 -5.09 -2.08
C 3.85 -3.83 -1.63
C 2.85 -2.88 -1.36
C 1.51 -3.15 -1.54
C 1.20 -4.43 -2.01
H -1.89 -0.55 -2.43
H -2.57 -1.92 -3.29
H -0.81 -1.72 -3.21
H -1.87 -2.58 1.79
H -1.54 -5.01 0.46
H -1.53 -4.11 -3.27
H -1.95 -5.52 -2.26
H 4.30 -5.84 -2.28
H 4.88 -3.54 -1.45
H 3.14 -1.91 -0.98
H 0.76 -2.41 -1.30
```

Output
LUMO	0.1372	Ha
HOMO-LUMO gap	5.51	eV
ΔE to the lowest compared entry with this formula, charge and spin	0.0	kJ/mol
net charge	-2
2S+1	1

Table of Löwdin atomic charges, one value per atom, all in e: number 1, Rb, carries 0.936; number 2, C, carries -0.056; number 3, C, carries -0.374; number 4, C, carries -0.053; number 5, C, carries -0.144; number 6, C, carries -0.054; number 7, C, carries -0.116; number 8, C, carries -0.076; number 9, C, carries -0.167; number 10, C, carries -0.371; number 11, C, carries -0.065; number 12, C, carries -0.070; number 13, C, carries -0.234; number 14, N, carries 0.050; number 15, C, carries -0.292; number 16, C, carries -0.037; number 17, C, carries -0.136; number 18, C, carries -0.145; number 19, C, carries -0.049; number 20, C, carries -0.249; number 21, F, carries -0.074; number 22, H, carries 0.086; number 23, H, carries 0.079; number 24, H, carries 0.066; number 25, H, carries 0.095; number 26, H, carries 0.084; number 27, H, carries 0.058; number 28, H, carries 0.070; number 29, H, carries 0.103; number 30, H, carries 0.087; number 31, H, carries 0.100; number 32, H, carries 0.122; number 33, H, carries 0.070; number 34, H, carries 0.070; number 35, H, carries 0.071; number 36, H, carries 0.065; number 37, H, carries 0.071; number 38, H, carries 0.071; number 39, H, carries 0.103; number 40, H, carries 0.087; number 41, H, carries 0.077; number 42, H, carries 0.110; number 43, C, carries -0.092; number 44, C, carries -0.410; number 45, C, carries -0.069; number 46, C, carries -0.128; number 47, N, carries -0.103; number 48, C, carries -0.175; number 49, N, carries -0.003; number 50, N, carries -0.064; number 51, N, carries 0.024; number 52, H, carries 0.068; number 53, H, carries 0.068; number 54, H, carries 0.067; number 55, H, carries 0.133; number 56, H, carries 0.083; number 57, H, carries 0.053; number 58, H, carries 0.076; number 59, H, carries 0.119; number 60, H, carries 0.056; number 61, H, carries 0.050; number 62, O, carries -0.449; number 63, S, carries -0.073; number 64, O, carries -0.653; number 65, O, carries -0.628; number 66, S, carries 0.102; number 67, C, carries 0.001; number 68, C, carries -0.391; number 69, N, carries 0.046; number 70, C, carries -0.112; number 71, C, carries -0.046; number 72, N, carries -0.041; number 73, C, carries -0.078; number 74, N, carries -0.056; number 75, N, carries 0.028; number 76, N, carries 0.047; number 77, C, carries -0.248; number 78, C, carries -0.029; number 79, C, carries -0.068; number 80, C, carries -0.043; number 81, C, carries 0.021; number 82, C, carries -0.153; number 83, H, carries 0.083; number 84, H, carries 0.083; number 85, H, carries 0.078; number 86, H, carries 0.094; number 87, H, carries 0.113; number 88, H, carries 0.131; number 89, H, carries 0.133; number 90, H, carries 0.103; number 91, H, carries 0.098; number 92, H, carries 0.081; number 93, H, carries 0.103

Record 3
Density functional theory data (ωB97M-V/def2-TZVPD) for a structure of composition C34H43AsBBrN6O8S4Sc.

```
99
C34H43AsBBrN6O8S4Sc, DFT ωB97M-V/def2-TZVPD
Sc -0.06 -1.09 -0.49
C -2.22 1.23 -3.92
C -2.18 2.73 -3.62
C -3.46 3.37 -4.17
C -0.94 3.31 -4.29
N -2.10 3.06 -2.17
C -1.93 4.39 -1.79
C -1.75 4.41 -0.46
N -1.79 3.11 -0.01
B -1.33 2.82 1.44
N -1.93 1.51 2.04
C -3.26 1.51 2.41
C -3.54 0.32 2.95
N -2.38 -0.44 2.91
C -1.41 0.30 2.33
S 0.21 -0.19 2.02
C -2.24 -1.72 3.68
C -1.41 -2.77 2.93
C -1.58 -1.38 5.01
C -3.63 -2.32 3.90
N 0.20 2.93 1.61
C 0.69 3.26 2.85
C 2.03 3.33 2.78
N 2.39 3.03 1.47
C 1.25 2.79 0.75
S 1.16 2.37 -0.90
C 3.78 3.11 0.94
C 3.86 4.24 -0.09
C 4.19 1.77 0.34
C 4.73 3.44 2.09
C -2.01 2.28 -1.06
S -2.26 0.60 -0.91
H -2.27 1.13 -5.01
H -3.08 0.74 -3.48
H -1.33 0.72 -3.56
H -3.53 3.17 -5.24
H -3.47 4.45 -4.03
H -4.33 2.95 -3.68
H -0.93 3.02 -5.35
H -0.04 2.92 -3.81
H -0.91 4.40 -4.25
H -1.96 5.20 -2.50
H -1.57 5.23 0.21
H -1.79 3.72 2.12
H -3.88 2.37 2.24
H -4.47 -0.06 3.33
H -0.34 -2.56 2.96
H -1.71 -2.81 1.88
H -1.60 -3.74 3.38
H -0.59 -0.95 4.84
H -1.46 -2.28 5.61
H -2.18 -0.66 5.57
H -4.13 -2.48 2.95
H -4.25 -1.70 4.55
H -3.51 -3.28 4.39
H 0.04 3.40 3.69
H 2.75 3.53 3.55
H 3.18 4.04 -0.93
H 4.88 4.31 -0.47
H 3.58 5.19 0.36
H 3.58 1.52 -0.52
H 4.07 0.97 1.08
H 5.24 1.82 0.05
H 4.52 4.41 2.54
H 5.74 3.48 1.68
H 4.72 2.67 2.86
O -4.12 -3.29 0.24
As -2.66 -3.37 -0.80
O -3.16 -3.48 -2.34
O -1.83 -2.00 -0.28
C -1.90 -4.92 0.08
C -2.77 -5.81 0.70
C -2.28 -6.93 1.36
C -0.92 -7.17 1.41
C -0.04 -6.29 0.80
C -0.53 -5.18 0.14
S 0.63 -4.06 -0.62
O 1.86 -4.77 -0.81
O 0.75 -2.93 0.34
O -0.05 -3.57 -1.82
H -4.78 -2.79 -0.26
H -3.83 -5.61 0.67
H -2.98 -7.61 1.84
H -0.54 -8.04 1.93
H 1.03 -6.46 0.81
Br 7.41 -1.34 -1.65
C 5.74 -1.25 -2.56
C 5.73 -1.29 -3.95
C 4.52 -1.22 -4.61
C 3.33 -1.11 -3.90
C 3.37 -1.06 -2.52
C 4.58 -1.13 -1.83
C 2.10 -0.91 -1.74
O 0.99 -0.95 -2.36
O 2.13 -0.76 -0.50
H 6.66 -1.38 -4.49
H 4.50 -1.26 -5.70
H 2.38 -1.06 -4.40
H 4.58 -1.10 -0.75
```

Output
LUMO	0.0854	Ha
HOMO-LUMO gap	7.19	eV
ΔE to the lowest compared entry with this formula, charge and spin	0.0	kJ/mol
net charge	-1
2S+1	1

Table of Löwdin atomic charges, one value per atom, all in e: number 1, Sc, carries 0.816; number 2, C, carries -0.081; number 3, C, carries -0.540; number 4, C, carries -0.035; number 5, C, carries -0.033; number 6, N, carries 0.004; number 7, C, carries -0.065; number 8, C, carries -0.065; number 9, N, carries 0.024; number 10, B, carries -0.593; number 11, N, carries 0.027; number 12, C, carries -0.064; number 13, C, carries -0.041; number 14, N, carries 0.020; number 15, C, carries -0.645; number 16, S, carries 0.746; number 17, C, carries -0.526; number 18, C, carries -0.060; number 19, C, carries -0.030; number 20, C, carries -0.048; number 21, N, carries 0.023; number 22, C, carries -0.080; number 23, C, carries -0.056; number 24, N, carries 0.005; number 25, C, carries -0.674; number 26, S, carries 0.726; number 27, C, carries -0.550; number 28, C, carries -0.050; number 29, C, carries -0.051; number 30, C, carries -0.063; number 31, C, carries -0.669; number 32, S, carries 0.743; number 33, H, carries 0.088; number 34, H, carries 0.058; number 35, H, carries 0.068; number 36, H, carries 0.085; number 37, H, carries 0.071; number 38, H, carries 0.091; number 39, H, carries 0.086; number 40, H, carries 0.078; number 41, H, carries 0.073; number 42, H, carries 0.111; number 43, H, carries 0.121; number 44, H, carries 0.120; number 45, H, carries 0.123; number 46, H, carries 0.107; number 47, H, carries 0.042; number 48, H, carries 0.050; number 49, H, carries 0.092; number 50, H, carries 0.071; number 51, H, carries 0.088; number 52, H, carries 0.084; number 53, H, carries 0.086; number 54, H, carries 0.073; number 55, H, carries 0.086; number 56, H, carries 0.119; number 57, H, carries 0.103; number 58, H, carries 0.029; number 59, H, carries 0.085; number 60, H, carries 0.086; number 61, H, carries 0.025; number 62, H, carries 0.098; number 63, H, carries 0.088; number 64, H, carries 0.081; number 65, H, carries 0.086; number 66, H, carries 0.087; number 67, O, carries -0.265; number 68, As, carries 0.907; number 69, O, carries -0.445; number 70, O, carries -0.617; number 71, C, carries -0.225; number 72, C, carries -0.085; number 73, C, carries -0.083; number 74, C, carries -0.079; number 75, C, carries -0.052; number 76, C, carries -0.253; number 77, S, carries 0.488; number 78, O, carries -0.284; number 79, O, carries -0.397; number 80, O, carries -0.331; number 81, H, carries 0.041; number 82, H, carries 0.098; number 83, H, carries 0.099; number 84, H, carries 0.100; number 85, H, carries 0.112; number 86, Br, carries 0.703; number 87, C, carries -0.672; number 88, C, carries -0.135; number 89, C, carries -0.070; number 90, C, carries 0.000; number 91, C, carries -0.105; number 92, C, carries -0.055; number 93, C, carries -0.610; number 94, O, carries -0.077; number 95, O, carries -0.098; number 96, H, carries 0.094; number 97, H, carries 0.103; number 98, H, carries 0.123; number 99, H, carries 0.115